No. 1
# C34H32O7P

A 3-piece molecular cluster, C34H32O7P overall (the ωB97M-V functional and the def2-TZVPD basis, the Open Molecules 2025 dataset).

Results
**Gap between HOMO and LUMO**: 4.12 eV
**LUMO**: 0.22 eV
**HOMO**: -3.9 eV
**Strongest force on any atom**: 0.877 eV Å⁻¹
**Charge**: -1

Geometry as XYZ:
```
74
Properties=species:S:1:pos:R:3:mulliken_charge:R:1
O 1.180 -7.284 2.299 -0.562
C 1.931 -6.084 2.362 -0.704
C 1.219 -4.909 1.711 -0.160
C 0.080 -4.369 2.590 -0.662
C -1.213 -4.088 1.805 -0.766
C -2.300 -5.062 2.230 -0.033
C -3.668 -4.806 1.617 -0.320
O -4.349 -6.033 1.571 -0.469
P -3.303 -7.453 1.672 -0.382
O -1.901 -6.334 1.854 -0.166
H 0.256 -7.071 2.127 0.386
H 2.905 -6.247 1.894 0.369
H 2.111 -5.860 3.421 0.261
H 1.953 -4.128 1.514 -0.094
H 0.795 -5.275 0.777 0.339
H -0.135 -5.115 3.358 0.497
H 0.405 -3.465 3.109 0.428
H -1.045 -4.300 0.746 0.228
H -1.522 -3.044 1.894 0.390
H -2.407 -4.963 3.327 0.075
H -3.590 -4.393 0.602 0.277
H -4.236 -4.124 2.259 0.257
H -4.464 -8.291 1.526 -0.046
H -3.108 -7.389 0.229 -0.045
H -2.400 -8.584 1.735 0.009
H -3.420 -7.431 3.120 -0.076
C 0.473 0.683 -3.803 -0.598
C 0.112 -0.531 -3.228 -0.656
C 0.870 -1.069 -2.203 -0.679
C 1.996 -0.394 -1.750 0.140
C 2.364 0.822 -2.331 0.622
C 1.597 1.357 -3.359 -0.525
C 3.572 1.557 -1.868 0.534
O 3.882 2.628 -2.356 -0.767
C 4.386 0.951 -0.778 0.332
C 5.537 1.603 -0.351 -0.548
C 6.299 1.060 0.667 -0.550
C 5.914 -0.134 1.268 -0.510
C 4.770 -0.789 0.847 -0.612
C 4.005 -0.251 -0.179 0.179
C 2.785 -0.984 -0.630 0.405
O 2.450 -2.023 -0.110 -0.636
H -0.127 1.104 -4.599 0.431
H -0.766 -1.056 -3.578 0.432
H 0.595 -2.007 -1.740 0.636
H 1.886 2.300 -3.802 0.505
H 5.823 2.531 -0.825 0.478
H 7.197 1.567 0.997 0.389
H 6.510 -0.554 2.068 0.418
H 4.459 -1.718 1.304 0.531
C -5.356 5.456 0.562 -0.494
C -5.333 6.818 0.281 -0.454
C -4.216 7.389 -0.302 -0.576
C -3.111 6.602 -0.601 0.193
C -3.130 5.237 -0.307 0.166
C -4.258 4.667 0.270 -0.577
C -1.948 4.371 -0.590 0.532
O -1.970 3.185 -0.347 -0.661
C -0.740 5.017 -1.180 -0.026
C 0.388 4.243 -1.414 -0.621
C 1.520 4.814 -1.973 -0.117
C 1.520 6.165 -2.305 -0.809
C 0.400 6.944 -2.071 -0.607
C -0.733 6.376 -1.503 0.244
C -1.922 7.236 -1.242 0.662
O -1.926 8.413 -1.538 -0.677
H -6.233 5.011 1.013 0.404
H -6.191 7.434 0.517 0.398
H -4.186 8.446 -0.530 0.467
H -4.260 3.608 0.485 0.494
H 0.367 3.192 -1.158 0.693
H 2.395 4.200 -2.154 0.488
H 2.402 6.610 -2.746 0.426
H 0.392 7.996 -2.322 0.472
```



No. 2
# C13H34BN2OPS

A 2-piece molecular cluster, C13H34BN2OPS overall (the ωB97M-V functional and the def2-TZVPD basis, the Open Molecules 2025 dataset).

Results
**Gap between HOMO and LUMO**: 8.26 eV
**LUMO**: -0.15 eV
**HOMO**: -8.4 eV
**Strongest force on any atom**: 0.289 eV Å⁻¹
**Charge**: 0
**Structure (SMILES)**: CC[C@H](C)B(CCCCCN)[PH2]=S.COC[C@@H](C)N

Geometry as XYZ:
```
53
Properties=species:S:1:pos:R:3:mulliken_charge:R:1
C -0.263 -1.343 1.624 -1.040
C -1.360 -0.366 1.214 -0.415
C -2.342 -0.849 0.116 0.684
C -3.056 -2.141 0.529 -1.929
B -1.628 -0.931 -1.277 0.079
C -0.882 -2.168 -1.859 -0.489
C -0.618 -2.340 -3.370 -0.939
C 0.794 -1.958 -3.869 -0.525
C 0.900 -0.682 -4.714 -0.358
C 1.996 -0.730 -5.791 -0.828
N 3.342 -0.351 -5.372 -0.617
P -1.713 0.761 -2.285 0.111
S -2.361 2.358 -1.356 -0.385
H 0.427 -0.873 2.328 0.352
H -0.683 -2.219 2.122 0.348
H 0.321 -1.695 0.771 0.179
H -0.924 0.588 0.902 -0.069
H -1.969 -0.138 2.094 0.446
H -3.080 -0.042 0.047 0.379
H -3.551 -2.012 1.496 0.418
H -2.366 -2.981 0.635 0.401
H -3.821 -2.437 -0.191 0.421
H -1.405 -3.052 -1.473 0.291
H 0.076 -2.200 -1.314 0.193
H -0.793 -3.387 -3.619 0.389
H -1.363 -1.785 -3.950 0.395
H 1.463 -1.892 -3.005 0.288
H 1.177 -2.789 -4.468 0.455
H 1.113 0.179 -4.073 0.130
H -0.060 -0.466 -5.194 0.366
H 2.059 -1.747 -6.193 0.407
H 1.716 -0.098 -6.637 0.324
H 3.680 -0.949 -4.625 0.246
H 3.355 0.600 -5.016 0.247
H -2.413 0.389 -3.459 0.070
H -0.443 0.875 -2.884 -0.044
C 1.245 1.141 5.977 -0.684
O 0.659 0.812 4.735 -0.312
C -0.194 1.798 4.177 -0.373
C 0.520 2.841 3.310 0.464
C 1.333 3.855 4.106 -1.563
N 1.377 2.243 2.287 -0.705
H 0.540 1.688 6.613 0.316
H 2.148 1.745 5.868 0.231
H 1.507 0.205 6.469 0.247
H -0.894 1.248 3.544 -0.049
H -0.770 2.288 4.973 0.501
H -0.274 3.381 2.784 0.392
H 2.254 3.408 4.482 0.300
H 1.615 4.688 3.464 0.372
H 0.768 4.241 4.956 0.361
H 0.821 1.690 1.643 0.182
H 2.021 1.597 2.734 0.338
```



No. 3
# C4H11N3O

The molecule C4H11N3O in a non-equilibrium geometry (the ωB97M-V functional and the def2-TZVPD basis, the Open Molecules 2025 dataset).

Results
**Gap between HOMO and LUMO**: 5.10 eV
**LUMO**: -3.06 eV
**HOMO**: -8.2 eV
**Strongest force on any atom**: 1.973 eV Å⁻¹
**Charge**: 0

Geometry as XYZ:
```
19
Properties=species:S:1:pos:R:3:mulliken_charge:R:1
C -0.099 -0.004 -1.247 -0.614
C -0.775 1.030 -0.361 -0.634
C -1.925 0.319 0.290 -0.472
N -1.242 -0.792 0.952 -0.637
N 0.692 -0.933 -0.486 -0.241
C 1.786 -0.435 0.339 -0.013
N 2.411 0.490 -0.464 -0.570
O 1.275 0.034 1.574 -0.663
H -0.848 -0.563 -1.813 0.346
H 0.497 0.446 -2.031 0.334
H -0.959 1.974 -0.888 0.400
H -0.043 1.433 0.341 0.360
H -2.308 0.983 1.070 0.334
H -2.699 0.074 -0.448 0.356
H -1.951 -1.447 1.247 0.187
H 0.340 -0.218 1.701 0.490
H 0.014 -1.520 0.070 0.378
H 3.426 0.438 -0.405 0.251
H 2.406 -1.309 0.558 0.410
```